## i
{
  "formula": "C4H8N2",
  "method": "wB97M-V/def2-TZVPD",
  "symbols": ["C", "C", "C", "C", "N", "N", "H", "H", "H", "H", "H", "H", "H", "H"],
  "xyz": [[1.684, -0.579, 1.258], [-1.587, 0.648, -1.291], [-1.054, 0.572, 0.064], [0.788, -0.545, 0.065], [-0.880, 0.852, 1.212], [0.935, -1.083, -1.053], [1.811, -1.615, -1.178], [-2.271, 1.518, 1.105], [1.999, 0.435, 1.510], [1.141, -0.984, 2.114], [-2.474, 0.017, -1.365], [-1.837, 1.683, -1.532], [-0.827, 0.275, -1.982], [2.574, -1.194, 1.073]],
  "homo_ev": -7.4,
  "total_charge": 0
}

## ii
{
  "formula": "C4H8N2",
  "method": "wB97M-V/def2-TZVPD",
  "symbols": ["C", "C", "C", "N", "C", "N", "H", "H", "H", "H", "H", "H", "H", "H"],
  "xyz": [[-2.046, 0.219, 0.155], [-0.359, -0.846, -0.212], [0.864, -0.119, 0.350], [2.027, -0.821, -0.202], [0.860, 1.321, -0.036], [0.789, 2.420, -0.391], [-1.731, 1.139, -0.297], [-2.292, 0.351, 1.222], [-2.924, -0.216, -0.348], [-1.328, -1.002, 0.320], [-0.327, -0.794, -1.301], [0.892, -0.158, 1.444], [2.440, -0.347, -0.995], [2.729, -1.052, 0.487]],
  "homo_ev": -8.7,
  "total_charge": 0
}

Consider the structures shown above. The least stable of them is i.